No. 1
{"formula": "C13H19N", "method": "ωB97M-V/def2-TZVPD", "elements": ["N", "C", "C", "C", "C", "C", "C", "C", "C", "C", "C", "C", "C", "C", "H", "H", "H", "H", "H", "H", "H", "H", "H", "H", "H", "H", "H", "H", "H", "H", "H", "H", "H"], "coordinates": [[2.880, 0.705, -2.085], [-1.559, -1.184, 3.565], [2.070, 1.902, -2.441], [2.234, -1.426, -0.798], [0.735, 0.407, -1.250], [-0.163, 2.743, -1.911], [0.844, 1.692, -1.870], [-0.022, -1.574, -0.070], [-1.906, 0.691, 2.055], [-3.722, -0.872, 2.554], [-0.284, -0.333, -0.627], [-2.224, -0.729, 2.377], [2.044, -0.196, -1.485], [1.213, -2.054, -0.137], [-3.962, -1.917, 2.806], [-0.061, 3.182, -2.864], [-2.395, 1.090, 1.150], [2.658, 2.650, -2.874], [-1.149, 2.404, -1.779], [-4.251, -0.611, 1.684], [-1.977, 1.416, 2.883], [-1.566, -0.285, 4.357], [-1.189, 0.116, -0.728], [-4.166, -0.283, 3.364], [-2.136, -1.904, 4.145], [1.546, -3.156, 0.302], [3.168, -1.884, -0.907], [-1.784, -1.336, 1.437], [-0.848, 0.943, 1.726], [3.840, 0.529, -2.295], [-0.569, -1.661, 3.400], [-0.036, 3.574, -1.272], [-0.858, -2.195, 0.284]], "atomic_forces_ev_per_a": [[-2.20, 0.89, -0.57], [1.48, 0.50, 4.29], [1.25, -4.57, 2.48], [0.33, 1.58, -1.52], [2.53, -0.99, -1.08], [-0.14, 0.32, -0.50], [0.59, 0.89, -0.33], [-3.63, 0.89, -0.28], [2.14, 2.56, -1.27], [-0.13, -1.22, 0.75], [2.63, -0.04, -0.65], [-0.24, -0.33, -3.55], [-1.65, -0.10, 2.55], [4.14, -4.56, 0.93], [-0.02, 0.22, -0.21], [-0.45, 0.62, -1.40], [-0.62, -0.22, 0.55], [-0.06, 1.34, -0.66], [-1.36, -0.56, 0.05], [-0.74, 0.33, -1.30], [-0.76, -0.42, -0.03], [0.73, -1.77, -1.59], [-2.90, 0.76, 0.37], [0.53, 0.20, 0.06], [-0.11, -0.42, -0.33], [-1.28, 2.99, -1.01], [1.31, -0.83, 0.15], [-1.74, 1.14, 2.24], [-0.60, -1.11, 0.55], [0.16, 0.09, -0.21], [-0.31, 0.83, 0.30], [0.45, 0.66, 1.32], [0.66, 0.34, -0.11]], "max_force_ha_per_bohr": 0.1211, "relative_energy_kj_mol": 251.2, "smiles": "Cc1c[nH]c2ccccc12.CC(C)C"}

---

No. 2
{"formula": "C13H19N", "method": "ωB97M-V/def2-TZVPD", "elements": ["N", "C", "C", "C", "C", "C", "C", "C", "C", "C", "C", "C", "C", "C", "H", "H", "H", "H", "H", "H", "H", "H", "H", "H", "H", "H", "H", "H", "H", "H", "H", "H", "H"], "coordinates": [[0.846, -2.137, 0.323], [0.792, 0.253, 2.958], [-1.797, 0.484, -4.373], [2.071, -1.554, 0.078], [1.200, -0.539, 1.881], [0.305, -1.524, 1.440], [-1.444, 1.745, -3.544], [-0.442, 0.023, 3.540], [2.322, -0.562, 0.976], [3.507, 0.350, 0.946], [-1.321, -0.951, 3.043], [-1.853, 1.531, -2.051], [-2.110, 2.999, -4.128], [-0.968, -1.738, 1.965], [0.627, -3.058, -0.012], [-0.923, -0.161, -4.477], [-2.612, -0.088, -3.923], [-0.974, 1.790, -1.466], [-2.175, 0.723, -5.370], [-2.840, 2.745, -4.906], [-0.812, 0.646, 4.341], [2.785, -1.910, -0.645], [4.464, -0.174, 1.026], [3.471, 1.076, 1.769], [3.579, 0.931, 0.024], [-2.309, -1.047, 3.487], [-0.366, 1.844, -3.558], [-1.422, 3.751, -4.517], [-2.695, 2.176, -1.821], [1.407, 1.009, 3.435], [-2.097, 0.493, -1.817], [-1.626, -2.489, 1.560], [-2.681, 3.562, -3.382]], "atomic_forces_ev_per_a": [[0.56, 0.08, -0.04], [-0.16, 0.14, 0.85], [-0.10, 0.16, -0.16], [0.45, 0.19, 0.59], [-0.21, 0.20, -0.23], [-0.43, -0.64, -0.70], [-0.92, -0.70, 0.19], [-0.23, -0.02, -0.38], [0.05, 0.00, -0.15], [0.34, 0.36, 0.31], [-0.27, -0.08, -0.15], [0.71, 0.03, -0.71], [-0.43, 0.56, 0.14], [0.32, 0.26, 0.58], [-0.30, 0.05, 0.04], [-0.15, -0.14, 0.01], [0.12, -0.02, 0.20], [-0.25, 0.20, 0.53], [0.35, 0.12, -0.09], [0.27, 0.06, 0.01], [0.26, 0.07, 0.18], [-0.31, -0.17, -0.36], [-0.14, -0.12, 0.12], [-0.01, -0.19, -0.14], [-0.23, -0.01, -0.02], [0.19, -0.06, -0.04], [0.22, 0.19, -0.16], [0.18, -0.29, -0.27], [-0.04, -0.07, 0.34], [0.19, 0.02, -0.42], [-0.02, 0.10, -0.10], [-0.10, -0.07, -0.07], [0.07, -0.22, 0.10]], "max_force_ha_per_bohr": 0.0229, "relative_energy_kj_mol": 66.3, "smiles": "Cc1c[nH]c2ccccc12.CC(C)C"}

---

No. 3
{"formula": "C13H19N", "method": "ωB97M-V/def2-TZVPD", "elements": ["N", "C", "C", "C", "C", "C", "C", "C", "C", "C", "C", "C", "C", "C", "H", "H", "H", "H", "H", "H", "H", "H", "H", "H", "H", "H", "H", "H", "H", "H", "H", "H", "H"], "coordinates": [[0.589, -2.838, -3.006], [-2.109, -2.766, -0.518], [2.001, 2.363, 3.224], [0.128, 2.161, 1.529], [-0.340, -2.535, -2.038], [-2.116, -1.373, -0.284], [0.455, -0.592, -2.937], [-0.390, -1.140, -1.896], [1.006, -1.645, -3.585], [-1.280, -0.544, -0.999], [-0.238, 1.285, 3.891], [-1.245, -3.383, -1.392], [0.581, 0.847, -3.312], [0.764, 1.518, 2.764], [1.465, 1.374, -2.971], [-2.734, -3.360, 0.128], [0.659, 3.036, 1.153], [0.527, 0.953, -4.396], [2.487, 2.781, 2.346], [1.658, -1.639, -4.444], [2.733, 1.691, 3.679], [-1.212, 1.082, 3.450], [-1.353, 0.529, -0.881], [-1.267, -4.437, -1.635], [-0.340, 1.993, 4.705], [1.234, 0.581, 2.530], [1.734, 3.114, 3.967], [0.011, 1.453, 0.710], [0.566, -3.721, -3.482], [-0.022, 0.329, 4.388], [-0.240, 1.423, -2.880], [-2.832, -1.094, 0.476], [-0.879, 2.549, 1.716]], "atomic_forces_ev_per_a": [[-0.20, 0.14, -0.17], [0.28, -0.01, 0.55], [-0.35, -0.89, 0.05], [-0.65, 0.21, -0.28], [-0.35, -0.21, -0.02], [-0.01, -1.09, -0.11], [0.14, 0.14, 0.27], [0.12, 0.30, -0.58], [-0.05, -0.22, 0.01], [-0.39, -0.01, 0.31], [-0.28, -1.72, -0.02], [0.40, 0.55, -0.20], [-0.35, 0.35, 0.00], [0.97, 1.68, 0.62], [0.43, -0.25, 0.12], [-0.37, -0.25, -0.15], [0.34, -0.18, -0.01], [0.02, 0.10, 0.01], [0.02, 0.31, 0.12], [0.06, -0.08, 0.03], [-0.02, 0.12, 0.20], [-0.25, 0.30, 0.07], [0.14, 0.02, -0.07], [-0.04, -0.11, 0.29], [0.16, 0.64, -0.26], [-0.29, -0.66, -0.53], [0.03, 0.26, -0.22], [0.13, -0.06, -0.05], [0.21, -0.01, -0.09], [0.21, 0.18, 0.08], [-0.17, -0.09, -0.14], [0.11, 0.74, -0.09], [0.00, -0.18, 0.25]], "max_force_ha_per_bohr": 0.0396, "relative_energy_kj_mol": 70.8, "smiles": "Cc1c[nH]c2ccccc12.CC(C)C"}